No. 1
A structure of composition C16H19BN6PdS at a distorted geometry, computed with ωB97M-V/def2-TZVPD.

Its spin multiplicity is 5. The total energy is -1499.7621 Eh. As for the total charge: +2. The value obtained for the orbital gap (alpha / beta) is 0.2789 / 0.1528 Eh. As for the HOMO energy (alpha / beta): -13.9 / -15.1 eV.

Structure (XYZ):
```
44
Properties=species:S:1:pos:R:3:forces:R:3:mulliken_spin:R:1
C -3.06624 0.97793 0.89467 -0.5 -0.6 -0.8 0.006
H -1.58145 1.59707 -4.70829 0.5 0.3 0.5 -0.004
C 1.34323 -0.70247 2.82830 0.2 0.0 0.3 0.050
C 0.75005 2.40517 0.90849 2.7 4.6 1.4 0.083
C 0.49312 -2.96782 -1.65649 -0.5 1.0 0.2 0.032
C -0.57120 -2.44944 -2.40586 0.7 0.4 0.9 0.031
H -0.03218 3.01475 1.47648 0.2 -1.2 -0.8 0.049
C 0.84682 -1.96253 -0.73995 -0.9 -0.3 -1.4 -0.018
H 0.37374 -1.51290 4.58568 0.3 -0.1 -0.1 -0.005
C -0.98730 1.88920 -3.82652 -1.6 -2.6 0.9 0.246
C -4.30705 0.54622 0.38869 0.2 0.1 0.2 0.038
H 0.93788 -3.92562 -1.76027 0.2 -0.5 0.0 0.001
C -4.05811 0.06586 -0.88608 0.7 0.2 0.0 0.024
N -0.23504 1.70352 -1.74207 0.7 3.4 -3.9 0.416
C -0.08944 2.95697 -3.60809 0.5 0.2 1.2 0.308
C 2.55588 -0.60937 2.10753 0.8 -0.5 0.1 0.119
N -1.07147 1.15502 -2.70843 0.0 1.4 -2.4 0.043
N -0.84555 -1.21017 -1.95778 1.3 0.5 0.2 0.032
H 1.59570 -1.99196 0.03473 0.0 0.2 -0.1 -0.002
H 1.71744 0.75274 -0.30061 -0.5 0.4 0.3 0.162
C 2.41335 -2.20650 4.41776 -0.2 0.1 0.0 -0.048
H 4.46756 -2.73546 3.97198 -0.2 0.1 -0.1 0.004
H -2.54956 -0.50236 -3.32268 0.1 0.1 0.0 -0.001
H 2.35858 -2.80525 5.32704 0.1 0.2 -0.3 0.001
C 1.30348 -1.48371 4.01791 0.1 -0.4 0.2 0.129
H -5.25614 0.57477 0.89127 -0.1 0.0 0.0 0.002
H 0.18827 3.71695 -4.29256 0.2 0.5 -0.5 -0.010
S -0.09959 0.03428 2.36798 -0.4 -0.2 0.7 0.929
N 0.06043 -0.88946 -0.94918 -0.4 -2.1 -0.7 0.113
H 1.28321 3.11990 0.20705 -0.6 -0.7 0.9 -0.003
Pd 0.13937 0.88197 -0.00977 -1.2 -3.5 1.3 0.949
C 0.35687 2.78999 -2.27610 -0.7 -0.8 0.1 0.021
H -2.85023 1.38097 1.87839 0.1 0.0 -0.3 0.001
C 3.65802 -1.36276 2.50976 -0.3 0.6 -0.5 -0.010
H -4.70514 -0.36180 -1.64339 0.0 0.1 0.2 0.000
H 1.49355 2.18393 1.67791 0.0 0.2 0.1 0.016
N -2.73671 0.19866 -1.13561 0.3 0.5 0.5 0.013
C 3.59657 -2.16094 3.65872 -0.3 0.0 0.1 0.191
B -1.88773 -0.14776 -2.39837 -0.3 -0.5 1.3 -0.024
H -1.13775 -2.86343 -3.21802 -0.1 -0.2 0.0 0.000
N -2.11826 0.77239 -0.02935 -0.6 -0.3 -0.3 0.113
H 2.61432 0.04381 1.23836 0.1 -0.3 0.3 -0.002
H 1.06498 3.40428 -1.73129 -0.2 -0.3 -0.1 0.004
H 4.57372 -1.31464 1.91808 -0.2 0.0 0.3 0.003
```
Positions in Å, forces in eV/Å.

No. 2
A structure of composition C16H19BaCl2N2O, computed with ωB97M-V/def2-TZVPD.

The total energy is -1751.7239 Eh. For the energy relative to the best compared isomer or geometry (same formula, charge and spin), the calculation gives 0.0 kcal/mol. As for the total charge: -1. The value obtained for the orbital gap is 0.2070 Eh. As for the HOMO energy: -3.3 eV.

Structure (XYZ):
```
41
Properties=species:S:1:pos:R:3:forces:R:3:mulliken_charge:R:1
H -1.39934 -1.56701 -4.09927 0.0 0.0 0.0 0.505
C -2.59027 -1.55839 -2.30033 0.0 0.0 0.0 -0.978
C -0.09160 2.78649 -2.75792 0.0 0.0 0.0 -0.650
H -1.77970 0.67763 -4.77874 0.0 0.0 0.0 0.361
C 2.38928 -0.99494 5.62211 0.0 0.0 -0.1 -0.149
Cl 3.79201 -0.16868 4.90884 -0.1 -0.1 0.0 -0.182
O 3.85466 1.06149 0.82478 -0.1 0.1 0.0 -1.187
N -0.36217 -1.30763 2.55142 -0.2 0.1 0.0 -0.423
C 0.30527 1.91483 -1.74089 0.0 0.0 0.0 0.594
H 1.51112 -0.38679 5.44197 0.0 0.0 0.0 0.278
C -0.30134 -1.48888 1.19453 0.0 0.0 0.0 -0.212
C -0.30246 -0.37466 0.27670 -0.2 0.0 -0.1 -0.018
C -0.42304 -3.53669 2.06969 0.0 0.0 0.0 -0.831
H -3.39116 -0.93981 -2.71153 0.0 0.0 0.0 0.355
C -0.33426 -2.85119 0.85574 0.2 0.0 0.1 -0.670
N 0.22503 -0.43157 -0.88979 -0.1 0.1 0.0 -0.114
H 1.79192 3.25707 -1.09085 0.0 0.0 0.0 0.513
Ba 2.50702 -0.12549 1.69982 0.3 -0.3 0.1 1.286
H -0.48456 -2.69427 4.13824 0.0 0.0 0.0 0.508
C -0.09070 0.57167 -1.83435 0.0 0.1 0.0 0.502
C -1.20316 1.03373 -3.93098 0.0 0.0 0.0 -0.543
Cl 2.56864 -1.22498 7.36818 0.0 0.0 0.0 -0.188
C -0.83141 0.13002 -2.94846 0.0 0.0 0.0 0.660
H -1.12601 3.07138 -4.61472 0.0 0.0 0.0 0.366
C -0.42882 -2.54686 3.06563 0.1 0.1 0.1 -0.548
H 0.89294 3.71897 1.16849 0.0 0.0 0.0 0.365
H -0.50133 -1.95199 -2.62875 0.0 0.0 0.0 0.258
H 1.82858 1.85777 -0.11668 -0.1 -0.2 -0.3 -0.047
H -0.33225 4.04291 -0.06666 0.0 0.0 0.0 0.329
C 1.12715 2.52427 -0.62697 -0.1 0.1 0.1 -0.628
H 0.22017 3.82345 -2.68683 0.0 0.0 0.0 0.384
H -0.43430 2.58404 0.90704 0.0 0.0 0.0 0.285
H 2.29271 -1.96679 5.15377 0.0 0.0 0.0 0.248
C -1.27661 -1.30723 -3.04399 0.0 0.0 0.0 -0.901
H -2.89209 -2.60523 -2.37581 0.0 0.0 0.0 0.325
H -0.32502 -3.25461 -0.14554 0.0 0.0 0.0 0.470
H -0.84004 0.52503 0.60182 0.0 0.0 0.0 0.007
C -0.84098 2.36907 -3.84092 0.0 0.0 0.0 -0.861
C 0.26301 3.25734 0.40523 0.0 0.0 0.0 -1.121
H -0.50130 -4.60409 2.21728 0.0 0.0 0.0 0.432
H -2.48562 -1.31937 -1.24132 0.0 0.0 0.0 0.223
```
Positions in Å, forces in eV/Å.

No. 3
A structure of composition C16H19BrCo at a distorted geometry, computed with ωB97M-V/def2-TZVPD.

Its spin multiplicity is 4. The total energy is -4577.6101 Eh. As for the total charge: -2. The value obtained for the orbital gap (alpha / beta) is 0.1416 / 0.1668 Eh. As for the HOMO energy (alpha / beta): 0.8 / 0.0 eV.

Structure (XYZ):
```
37
Properties=species:S:1:pos:R:3:forces:R:3:mulliken_spin:R:1
C 0.49140 2.12840 0.45764 0.5 1.3 1.9 -0.052
C 1.76052 0.32391 1.33676 2.7 -0.5 2.6 0.011
C 1.31433 1.61571 -0.59270 2.3 1.0 -0.9 -0.001
H 1.96039 -1.81811 4.64317 -0.1 -0.2 -0.2 -0.010
Co 0.20351 0.24038 0.14515 -4.0 -4.1 -1.6 2.113
H 2.88395 -0.00749 -0.64517 -0.8 0.4 0.6 -0.003
H 0.68730 -3.03534 4.41304 0.2 0.0 -0.1 -0.013
H 4.24410 -3.42533 3.49369 0.1 0.0 0.0 -0.013
H -4.19508 3.96803 -2.49046 0.1 -0.2 0.0 0.000
H 0.94355 -4.73233 2.49443 0.1 -0.1 0.0 -0.031
H 2.54937 -5.18702 3.13955 0.1 -0.2 0.1 0.006
H 0.22724 1.48073 2.62207 0.4 -0.2 -0.9 -0.002
C -2.93974 3.01246 -4.10213 -0.7 -0.8 0.3 0.002
C 2.12595 0.57027 -0.07145 0.9 0.7 -1.4 -0.076
Br -1.92452 0.15028 -0.59999 -1.3 -0.2 -0.5 0.138
H 2.36920 -4.65152 1.44605 -0.1 -0.1 0.1 0.016
H 2.30673 -3.52355 4.97672 0.0 0.0 0.1 0.004
H -2.32239 3.83862 -4.45388 -0.1 -0.2 0.1 0.000
C -3.92211 0.91836 -3.90680 0.1 1.3 0.1 -0.001
H 2.53064 0.10239 2.07119 0.6 0.6 0.2 0.104
C 1.36414 -2.26203 1.91410 -0.2 1.0 -0.1 0.816
H -4.18820 -0.12168 -4.08824 0.1 0.2 0.1 0.001
H -0.17367 3.00106 0.36657 0.2 -0.9 0.0 0.002
C 3.71400 -2.73958 2.81530 0.7 0.1 0.0 0.125
C -3.92646 3.08106 -3.06304 0.1 -1.0 -0.7 0.001
C 1.76197 -2.84518 4.30714 -0.2 0.1 0.4 0.059
C 1.05004 -1.15978 1.33307 -0.3 -0.8 0.0 -0.159
C 2.22447 -3.06176 2.87354 -0.6 0.9 -0.8 -0.038
H 3.94834 -1.71835 3.15129 -0.2 -0.2 -0.2 -0.024
H 1.41421 2.04029 -1.61271 -0.4 -0.5 0.8 -0.002
H -5.33805 1.51802 -2.26031 0.2 0.0 0.0 0.000
H -2.32235 1.30951 -5.44528 0.0 0.0 0.2 0.000
H 4.14438 -2.87473 1.81275 -0.3 0.1 0.2 0.017
C 2.01289 -4.50720 2.47015 0.0 -0.5 0.1 0.039
C -4.52925 1.78511 -2.93822 0.7 0.4 -1.0 -0.003
C -2.93868 1.67668 -4.62575 -0.8 0.4 0.8 0.001
C 0.73993 1.36363 1.64627 -0.2 1.8 0.1 -0.024
```
Positions in Å, forces in eV/Å.

No. 4
An isolated molecule of C16H19BrO5, computed with ωB97M-V/def2-TZVPD.

The total energy is -3571.3061 Eh. As for the total charge: 0. The value obtained for the orbital gap is 0.3481 Eh. As for the SMILES: O=C(O)C1=C[C@H](c2ccc(Br)cc2)C[C@H](OCCCCO)O1. As for the HOMO energy: -8.9 eV.

Structure (XYZ):
```
41
Properties=species:S:1:pos:R:3:forces:R:3:nbo_charge:R:1
H 2.36938 -1.43175 0.69404 0.1 -0.1 -0.1 0.240
H -2.10078 3.24814 0.52899 0.1 0.1 0.0 0.209
O 2.24197 2.20079 2.56312 -0.2 0.4 0.2 -0.679
C 1.82224 1.38928 0.39734 -0.4 0.2 -0.1 0.158
H 2.18408 0.05041 -2.50161 -0.2 0.0 0.3 0.171
Br -5.80563 -0.07676 0.58299 0.2 0.1 0.0 0.045
O 3.48679 0.49020 1.84717 0.0 0.0 -0.1 -0.572
H 1.20021 2.20648 -2.54053 0.0 0.0 0.0 0.228
C 0.93148 -2.98897 1.13976 -0.2 0.3 0.0 -0.421
C -3.25387 -0.21169 -0.68360 -0.2 0.0 0.1 -0.220
C -0.18990 2.06946 -0.90840 0.0 0.0 -0.1 -0.293
H 2.36072 -1.99946 -1.86650 -0.1 0.0 0.0 0.180
C 2.61494 1.29456 1.65113 0.3 -0.3 0.2 0.751
C -2.41789 2.27316 0.18828 0.0 -0.1 -0.1 -0.214
C -3.67119 1.81530 0.54400 -0.1 0.0 0.1 -0.235
O 2.40139 0.71550 -0.64325 0.2 0.1 0.3 -0.499
C 1.50618 -2.03881 -1.18098 0.4 -0.3 0.1 -0.065
C 0.57153 1.44025 -2.08353 0.1 -0.2 0.3 -0.442
O 0.77778 -0.81589 -1.29084 -0.2 0.3 0.2 -0.570
O -0.29035 -0.87375 1.43508 0.2 0.3 0.1 -0.738
H -1.35881 -0.36507 -1.62927 0.0 0.0 -0.1 0.236
H -0.11518 1.06503 -2.84079 0.0 0.0 -0.1 0.232
C 1.99154 -2.34696 0.23704 -0.3 0.0 -0.1 -0.448
C 0.64504 2.01549 0.33684 0.4 -0.1 -0.1 -0.191
C 1.51594 0.30760 -1.66116 0.0 0.2 -0.8 0.386
H 2.75459 2.07222 3.37751 0.0 -0.2 -0.3 0.504
H -3.58381 -1.18242 -1.02086 0.0 -0.1 0.0 0.225
H -4.32410 2.41850 1.15591 -0.1 0.0 0.0 0.228
H 0.73789 -4.01202 0.80936 0.0 -0.1 0.0 0.196
H 2.83395 -3.03713 0.16229 0.1 0.0 0.0 0.216
H -0.34417 3.13069 -1.14736 0.0 -0.1 0.0 0.232
H 0.12352 -0.48695 0.65115 -0.1 0.1 0.1 0.478
H -0.94274 -2.40043 0.22190 -0.1 0.0 0.0 0.147
C -1.99942 0.25993 -1.03051 0.0 0.1 0.0 -0.237
H 0.25806 2.48767 1.22306 0.0 0.0 0.2 0.241
H -1.03072 -2.65816 1.97554 0.0 0.0 -0.2 0.184
C -0.41279 -2.24791 1.17228 0.1 -0.4 0.0 -0.061
C -4.07880 0.56834 0.10366 -0.2 -0.1 0.0 -0.077
H 1.33743 -3.03068 2.15170 0.0 -0.1 0.0 0.211
H 0.81757 -2.81783 -1.52369 0.1 0.0 0.0 0.186
C -1.56408 1.50364 -0.59725 -0.1 0.1 -0.1 0.077
```
Positions in Å, forces in eV/Å.

No. 5
A structure of composition C16H19CrN2O6, computed with ωB97M-V/def2-TZVPD.

Its spin multiplicity is 2. The total energy is -2226.5640 Eh. As for the total charge: 0. The value obtained for the orbital gap (alpha / beta) is 0.2775 / 0.2895 Eh. As for the HOMO energy (alpha / beta): -7.8 / -7.9 eV.

Structure (XYZ):
```
44
Properties=species:S:1:pos:R:3:forces:R:3:mulliken_spin:R:1
H 2.35381 -1.76589 -3.43902 0.0 0.0 0.0 0.000
C 0.64452 -1.72622 2.12216 0.1 0.1 0.0 -0.026
C 1.08362 -2.22256 -1.93749 -0.1 -0.1 0.0 0.000
H -3.17122 -0.40042 0.65670 0.0 0.0 0.0 -0.002
C -1.25047 0.29117 -3.00486 0.0 0.0 0.0 0.007
O 0.30285 -1.77780 0.86275 -0.6 0.0 0.1 0.019
C -1.70533 1.73421 1.90239 0.0 0.0 0.0 0.018
O 1.05102 0.49837 1.76909 0.2 -0.3 -0.2 -0.032
H 1.78221 3.33741 0.21286 0.0 0.0 0.0 -0.005
C 1.16124 2.16532 -2.34999 0.0 0.0 0.0 0.012
C -0.98200 0.89435 -1.66630 -0.1 -0.1 0.0 -0.302
H -0.35239 -0.15236 -3.43307 0.0 0.0 0.0 -0.001
Cr 0.26832 0.03353 0.02309 0.6 0.7 -0.2 1.141
H 2.07224 -3.45649 -3.26287 0.0 0.0 0.0 0.000
O 1.39772 -2.54760 5.46194 0.0 0.0 0.0 0.003
O 0.99221 -1.02102 -1.58911 0.2 0.1 0.1 0.002
H -2.33160 2.62919 1.93202 0.0 0.0 0.0 -0.002
H 1.51823 1.29444 -2.90086 0.0 0.0 0.0 0.007
C 0.81998 3.18868 0.70087 0.0 0.0 0.0 -0.002
N 0.43741 -3.21054 -1.31089 0.1 0.0 -0.1 0.001
C 1.20750 -2.05388 4.38908 0.1 0.0 0.0 0.001
H 0.77215 2.88157 -3.07726 0.0 0.0 0.0 -0.002
C 0.09707 1.77718 -1.37302 0.0 -0.1 0.1 0.145
C -3.00123 -0.09947 -0.37563 0.0 0.0 0.0 -0.022
N 1.81175 -2.51265 -3.04271 0.0 0.0 0.0 -0.001
H 0.30874 4.15353 0.73426 0.0 0.0 0.0 -0.003
H 0.17503 -2.99103 -0.34378 0.0 0.0 0.0 0.002
C -0.02036 2.19432 -0.02853 -0.3 -0.1 0.0 0.015
O 0.49783 -3.96428 3.00488 0.0 0.0 0.0 -0.004
H -3.87690 0.46438 -0.70547 0.0 0.0 0.0 0.001
H -0.89416 1.86073 2.61732 0.0 0.0 0.0 0.002
H -2.31516 0.89225 2.22798 0.0 0.0 0.0 -0.002
H -2.02277 -0.47422 -2.95294 0.0 0.0 0.0 0.000
C -1.75837 0.72669 -0.50147 -0.1 -0.1 0.0 0.166
H 0.64579 -4.16522 -1.54665 0.0 0.0 0.0 0.000
H -1.59430 1.06787 -3.69240 0.0 0.0 0.0 -0.002
C 0.73186 -2.78331 3.11925 -0.1 0.0 0.0 -0.003
C 1.04906 -0.50496 2.60165 -0.1 0.0 0.0 0.034
C 1.40932 -0.56897 4.01990 0.0 0.0 0.0 -0.004
H -2.94078 -1.00666 -0.97599 0.0 0.0 0.0 0.001
H 2.01342 2.62560 -1.85325 0.0 0.0 0.0 -0.008
O 1.77395 0.30818 4.76303 0.0 0.0 0.0 0.007
H 1.00905 2.85920 1.72048 0.0 0.0 0.0 0.002
C -1.17087 1.52736 0.52188 -0.1 0.0 0.1 -0.164
```
Positions in Å, forces in eV/Å.

No. 6
A structure of composition C16H19N3O2 at a distorted geometry, computed with ωB97M-V/def2-TZVPD.

The total energy is -935.3331 Eh. For the energy relative to the best compared isomer or geometry (same formula, charge and spin), the calculation gives 343.4 kcal/mol. As for the total charge: 0. The value obtained for the orbital gap is 0.2575 Eh. As for the HOMO energy: -7.8 eV.

Structure (XYZ):
```
40
Properties=species:S:1:pos:R:3:forces:R:3:nbo_charge:R:1
C -2.74168 -1.38185 2.36745 -1.0 2.3 -7.5 -0.580
H 5.06920 1.89152 1.10184 -0.2 2.9 1.3 0.208
C 2.47717 0.94540 -0.10430 -11.4 11.9 1.3 0.147
H -3.66553 -0.95534 -2.09998 0.5 -0.7 1.1 0.105
C -3.67029 0.66766 0.09904 0.1 -6.5 -1.8 -0.205
H -1.79546 -0.23551 -3.28670 -1.0 -0.2 -3.0 0.183
C 3.57144 -0.75053 -0.37488 2.8 -0.6 -5.0 0.338
H 4.47395 -2.71394 -0.79326 0.0 -1.1 -0.6 0.234
C 5.94308 0.10034 0.75950 -3.6 -1.6 0.2 -0.278
N -2.78411 -0.77187 -0.20805 -1.9 7.6 12.0 -0.451
N -0.04469 1.78727 -0.86386 -6.7 -11.0 -7.8 -0.539
H -2.34629 -2.10600 -1.33625 0.0 0.3 -1.7 0.204
H -2.46187 -2.52552 0.78926 2.9 -4.6 -1.5 0.190
C 4.83960 0.93457 0.85382 -0.2 -1.2 -4.8 -0.086
O -0.47726 -0.28363 -1.99099 2.9 -3.5 -0.6 -0.454
H -3.63580 2.44671 0.88135 -1.7 2.9 0.1 0.221
H -3.32779 -0.64813 2.67060 -3.8 2.7 1.8 0.198
C 3.71335 0.65877 -0.16710 9.6 -4.9 6.8 -0.138
C -2.73089 -1.05894 -1.39408 1.0 -1.7 -12.4 -0.156
C 4.60705 -1.70259 -0.55714 1.6 4.1 5.5 -0.246
H 0.34861 3.46224 0.05246 -0.1 0.3 -0.9 0.159
C 0.39321 0.30473 -1.32661 0.1 8.2 4.7 0.589
H 6.70273 -1.79825 0.14325 -2.0 0.8 0.8 0.198
H -4.16832 -1.99637 0.75428 1.5 -0.3 0.2 0.145
H -1.89443 -0.87234 2.46322 4.4 1.5 -0.1 0.206
C -1.77311 -0.01453 -2.29435 -2.6 2.9 4.9 -0.081
N 1.89753 2.28714 0.27491 3.1 -3.5 -1.8 -0.509
H 6.89446 0.08081 1.16290 1.6 1.5 1.2 0.227
H -2.10312 1.91683 0.27231 2.4 1.2 -1.8 0.245
H -2.72331 -2.19128 2.85973 -0.3 -5.9 3.9 0.193
H -1.95789 1.20483 -1.92557 0.1 -3.7 -1.5 0.216
O 2.47798 -0.89824 -1.10495 -1.7 -4.3 -0.3 -0.415
C 5.70659 -1.18849 0.29459 1.6 -4.0 -4.9 -0.131
C 1.64174 0.09058 -0.75743 -1.1 -1.3 -2.5 0.077
C 0.72710 2.51551 -0.37335 6.8 6.0 8.3 0.228
H -2.61198 1.47244 1.85843 -0.9 0.1 -2.5 0.173
C -2.98644 1.68588 0.70993 3.0 -0.3 7.4 -0.617
C -3.04219 -1.74300 0.79913 -4.6 4.0 3.1 -0.183
H -4.53020 0.27239 0.57283 -0.9 -0.3 0.9 0.191
H -4.01214 1.11074 -0.78201 -0.5 -0.3 -2.3 0.195
```
Positions in Å, forces in eV/Å.

Question: total charge of number 6 (C16H19N3O2)?
Answer: 0